Below is C25H36BeFN3OS as an isolated structure at a distorted geometry, with properties calculated with wB97M-V/def2-TZVPD.

Electronic energy ... -46973.2708 eV
Lowest unoccupied orbital energy ... 0.031 eV

XYZ file:
```
68
Properties=species:S:1:pos:R:3:nbo_charge:R:1
Be -0.27 -0.59 -0.01 1.618
C -0.48 1.99 1.92 -0.651
C 0.86 1.29 2.16 -0.267
C 1.40 1.63 3.56 -0.597
C 1.84 1.62 1.04 0.098
C 2.43 2.90 1.00 -0.277
C 3.28 3.28 -0.04 -0.233
C 3.53 2.38 -1.07 -0.229
C 2.97 1.09 -1.08 -0.036
C 3.22 0.17 -2.28 -0.243
C 4.65 0.23 -2.82 -0.596
C 2.21 0.47 -3.39 -0.596
C 2.12 0.68 0.00 0.186
N 1.50 -0.53 -0.01 -0.910
C 2.18 -1.55 0.51 0.098
C 3.46 -1.73 1.02 -0.286
C 3.84 -3.00 1.48 -0.187
C 2.95 -4.07 1.44 -0.289
C 1.66 -3.88 0.94 -0.282
C 1.34 -2.62 0.50 0.366
F 0.18 -2.19 -0.01 -0.376
H -1.21 1.71 2.69 0.183
H -0.90 1.72 0.95 0.267
H -0.38 3.08 1.94 0.188
H 0.66 0.21 2.19 0.196
H 1.51 2.71 3.71 0.195
H 2.38 1.16 3.72 0.212
H 0.72 1.26 4.33 0.198
H 2.21 3.63 1.78 0.198
H 3.71 4.27 -0.06 0.200
H 4.16 2.71 -1.89 0.200
H 3.08 -0.87 -1.98 0.212
H 4.87 1.18 -3.32 0.193
H 4.81 -0.56 -3.56 0.202
H 5.39 0.09 -2.02 0.212
H 2.32 1.49 -3.76 0.199
H 1.18 0.35 -3.04 0.214
H 2.35 -0.21 -4.24 0.194
H 4.15 -0.89 1.05 0.226
H 4.85 -3.14 1.87 0.209
H 3.25 -5.05 1.79 0.210
H 0.93 -4.68 0.89 0.212
C -4.41 -3.41 -1.20 -0.395
N -3.81 -2.86 0.04 -0.481
C -4.21 -3.64 1.24 -0.395
C -2.66 -2.18 0.01 0.554
N -1.65 -1.59 -0.01 -0.533
H -5.48 -3.57 -1.07 0.214
H -3.93 -4.36 -1.47 0.199
H -4.28 -2.70 -2.03 0.218
H -5.29 -3.80 1.26 0.213
H -3.93 -3.11 2.15 0.224
H -3.71 -4.62 1.24 0.197
O -1.62 0.40 -0.01 -1.081
S -2.17 1.35 -1.04 1.259
C -3.89 0.84 -1.39 -0.590
C -4.78 1.63 -0.45 -0.413
C -4.20 3.03 -0.43 -0.411
C -2.72 2.85 -0.14 -0.604
H -3.99 -0.24 -1.25 0.231
H -4.10 1.09 -2.43 0.221
H -4.76 1.20 0.56 0.211
H -5.82 1.63 -0.79 0.221
H -4.67 3.66 0.33 0.228
H -4.34 3.51 -1.40 0.204
H -2.54 2.68 0.93 0.260
H -2.12 3.70 -0.47 0.247
H 0.17 0.77 -0.01 -0.626
```

---

Below is C25H36Br2GeN5O2OsSe as an isolated structure at a distorted geometry, with properties calculated with wB97M-V/def2-TZVPD.

Electronic energy ... -302443.9198 eV
Total charge ... +3
Lowest unoccupied orbital energy (spin up / spin down) ... -11.590 / -11.516 eV

XYZ file:
```
73
Properties=species:S:1:pos:R:3:lowdin_charge:R:1
Os 1.22 -0.02 1.42 1.501
Br 5.49 -5.18 1.23 0.932
C 4.24 -3.80 1.22 -0.653
C 3.89 -3.17 0.04 -0.047
C 2.98 -2.13 0.09 -0.069
N 2.41 -1.71 1.23 -0.069
C 2.73 -2.36 2.37 -0.185
C 3.64 -3.39 2.41 -0.014
C 2.02 -1.86 3.57 -0.188
C 1.98 -2.52 4.77 -0.012
C 1.29 -1.95 5.84 -0.646
Br 1.20 -2.83 7.47 0.956
C 0.68 -0.71 5.67 -0.048
C 0.75 -0.12 4.43 -0.067
N 1.39 -0.67 3.38 -0.068
H 4.32 -3.46 -0.90 0.129
H 2.68 -1.61 -0.81 0.122
H 3.90 -3.87 3.34 0.123
H 2.47 -3.48 4.89 0.125
H 0.15 -0.23 6.48 0.129
H 0.28 0.84 4.25 0.109
C -0.78 -2.29 1.60 -0.016
C -0.34 -1.05 0.86 -0.527
O -0.92 -0.65 -0.13 0.010
H -0.17 -3.12 1.24 0.101
H -1.83 -2.51 1.38 0.101
H -0.64 -2.21 2.68 0.071
C 4.45 3.05 -3.17 -0.006
C 3.66 2.31 -2.13 -0.213
C 4.12 2.20 -0.82 0.021
C 3.39 1.51 0.11 -0.106
N 2.21 0.92 -0.19 -0.122
C 1.75 1.02 -1.44 -0.095
C 2.44 1.70 -2.42 0.028
H 4.66 4.06 -2.84 0.106
H 3.93 3.09 -4.12 0.093
H 5.41 2.56 -3.32 0.108
H 5.06 2.65 -0.52 0.139
H 3.74 1.41 1.13 0.124
H 0.81 0.53 -1.64 0.090
H 2.04 1.74 -3.43 0.133
C -5.60 -0.04 -1.90 -0.229
Ge -4.84 -1.04 -3.38 0.820
C -4.78 -2.95 -3.09 -0.209
C -5.46 -0.49 -5.13 -0.202
C -2.75 -0.59 -3.42 -0.584
Se -2.35 1.07 -2.70 1.008
C -2.86 2.21 -4.17 -0.343
H -6.65 -0.31 -1.80 0.035
H -5.55 1.03 -2.07 0.018
H -5.10 -0.29 -0.97 0.020
H -5.80 -3.33 -3.02 0.037
H -4.26 -3.19 -2.16 0.024
H -4.28 -3.47 -3.91 0.036
H -6.50 -0.79 -5.23 0.039
H -4.89 -0.97 -5.92 0.037
H -5.41 0.59 -5.26 0.020
H -2.50 -0.65 -4.47 0.032
H -2.28 -1.37 -2.82 0.008
H -3.95 2.27 -4.19 0.031
H -2.48 1.79 -5.10 0.046
H -2.44 3.19 -3.99 0.033
C 1.12 4.23 2.79 -0.011
N -0.16 3.56 2.98 0.065
C -0.52 2.43 2.38 -0.576
N -1.73 1.90 2.65 0.218
O 0.25 1.85 1.56 -0.162
H 1.64 4.31 3.74 0.100
H 0.97 5.22 2.37 0.104
H 1.72 3.64 2.10 0.074
H -0.83 4.01 3.58 0.163
H -2.41 2.36 3.24 0.134
H -2.03 1.12 2.10 0.116
```

---

Below is one molecule with the formula C25H36N2O2S, with properties calculated with wB97M-V/def2-TZVPD.

SMILES ... COc1cccc(C[C@]2(CO)CCCN(Cc3ccc(CN4CCCCC4)s3)C2)c1
Electronic energy ... -44419.6169 eV
Lowest unoccupied orbital energy ... 0.666 eV

XYZ file:
```
66
Properties=species:S:1:pos:R:3:nbo_charge:R:1
C 4.71 6.39 0.02 -0.251
O 4.72 5.09 -0.52 -0.496
C 3.92 4.14 0.04 0.292
C 3.06 4.36 1.11 -0.313
C 2.30 3.30 1.60 -0.185
C 2.39 2.04 1.03 -0.247
C 3.24 1.82 -0.05 0.001
C 3.32 0.46 -0.69 -0.427
C 2.32 0.24 -1.84 -0.047
C 2.39 -1.26 -2.22 -0.062
O 2.04 -2.12 -1.16 -0.725
C 2.68 1.11 -3.06 -0.417
C 1.62 1.02 -4.15 -0.389
C 0.22 1.26 -3.58 -0.217
N -0.03 0.34 -2.49 -0.448
C -1.41 0.35 -2.04 -0.250
C -1.65 -0.78 -1.10 -0.193
C -1.44 -2.11 -1.33 -0.275
C -1.70 -2.92 -0.21 -0.248
C -2.10 -2.21 0.88 -0.191
C -2.47 -2.72 2.24 -0.259
N -3.59 -3.64 2.13 -0.440
C -3.82 -4.42 3.33 -0.211
C -4.46 -3.63 4.48 -0.421
C -5.77 -3.01 4.00 -0.399
C -5.52 -2.17 2.75 -0.422
C -4.83 -3.02 1.68 -0.224
S -2.16 -0.51 0.53 0.429
C 0.90 0.59 -1.41 -0.250
C 4.00 2.87 -0.53 -0.220
H 5.42 6.96 -0.57 0.199
H 3.72 6.85 -0.07 0.174
H 5.02 6.39 1.07 0.176
H 2.97 5.33 1.57 0.216
H 1.64 3.47 2.43 0.212
H 1.80 1.23 1.43 0.211
H 4.33 0.31 -1.08 0.213
H 3.13 -0.31 0.06 0.235
H 3.42 -1.52 -2.48 0.175
H 1.74 -1.45 -3.08 0.176
H 1.09 -2.05 -1.02 0.474
H 3.65 0.81 -3.46 0.209
H 2.76 2.14 -2.72 0.214
H 1.64 0.04 -4.62 0.200
H 1.82 1.77 -4.92 0.210
H -0.53 1.10 -4.36 0.200
H 0.14 2.31 -3.24 0.160
H -2.05 0.24 -2.92 0.215
H -1.67 1.31 -1.54 0.176
H -1.12 -2.49 -2.29 0.231
H -1.61 -3.99 -0.20 0.231
H -2.67 -1.86 2.90 0.174
H -1.63 -3.28 2.65 0.217
H -2.87 -4.86 3.65 0.197
H -4.49 -5.24 3.05 0.191
H -3.78 -2.85 4.81 0.193
H -4.64 -4.29 5.32 0.210
H -6.21 -2.39 4.79 0.207
H -6.48 -3.80 3.76 0.193
H -4.89 -1.31 3.00 0.193
H -6.46 -1.78 2.35 0.211
H -4.60 -2.42 0.80 0.210
H -5.50 -3.83 1.38 0.192
H 0.61 -0.01 -0.54 0.211
H 0.86 1.65 -1.11 0.188
H 4.69 2.73 -1.34 0.213
```

---

Below is one molecule with the formula C25H36N2O3, with properties calculated with wB97M-V/def2-TZVPD.

SMILES ... COCCCn1c(-c2ccc(OC)cc2)cc(C(=O)NC2CCCCCCC2)c1C
Electronic energy ... -35632.2745 eV
Lowest unoccupied orbital energy ... 0.701 eV

XYZ file:
```
66
Properties=species:S:1:pos:R:3:nbo_charge:R:1
C 5.14 3.62 -1.17 -0.256
O 4.31 4.18 -2.16 -0.533
C 3.04 4.57 -1.72 -0.060
C 2.10 3.40 -1.36 -0.449
C 1.95 3.19 0.15 -0.214
N 1.14 2.03 0.42 -0.322
C 1.59 0.73 0.34 0.107
C 3.01 0.39 0.21 -0.118
C 3.45 -0.37 -0.86 -0.113
C 4.79 -0.70 -1.01 -0.326
C 5.72 -0.27 -0.07 0.303
O 7.05 -0.51 -0.12 -0.491
C 7.56 -1.26 -1.20 -0.253
C 5.28 0.48 1.03 -0.247
C 3.94 0.80 1.17 -0.190
C 0.51 -0.10 0.43 -0.273
C -0.65 0.71 0.56 -0.189
C -2.05 0.27 0.70 0.668
O -2.97 1.03 0.95 -0.659
N -2.25 -1.05 0.51 -0.610
C -3.56 -1.67 0.61 -0.062
C -3.53 -2.67 1.77 -0.392
C -4.88 -3.24 2.23 -0.405
C -5.55 -4.18 1.23 -0.404
C -6.69 -3.56 0.41 -0.394
C -6.46 -2.16 -0.15 -0.402
C -5.36 -2.01 -1.20 -0.392
C -3.93 -2.31 -0.74 -0.414
C -0.22 2.02 0.54 0.211
C -1.02 3.27 0.63 -0.672
H 4.80 2.63 -0.85 0.171
H 6.13 3.52 -1.62 0.195
H 5.21 4.28 -0.30 0.160
H 2.63 5.13 -2.56 0.195
H 3.13 5.25 -0.86 0.155
H 2.50 2.49 -1.82 0.225
H 1.11 3.58 -1.79 0.213
H 2.93 3.05 0.61 0.216
H 1.48 4.06 0.60 0.213
H 2.74 -0.71 -1.60 0.213
H 5.09 -1.29 -1.86 0.221
H 7.37 -0.76 -2.15 0.177
H 8.64 -1.32 -1.03 0.202
H 7.14 -2.27 -1.22 0.177
H 6.00 0.80 1.76 0.226
H 3.62 1.36 2.03 0.219
H 0.57 -1.17 0.44 0.211
H -1.47 -1.65 0.31 0.388
H -4.23 -0.85 0.84 0.236
H -2.87 -3.50 1.51 0.186
H -3.08 -2.15 2.63 0.215
H -5.55 -2.42 2.48 0.201
H -4.69 -3.79 3.15 0.210
H -5.98 -5.03 1.78 0.207
H -4.80 -4.61 0.57 0.192
H -6.92 -4.24 -0.42 0.199
H -7.58 -3.51 1.04 0.200
H -6.26 -1.47 0.68 0.196
H -7.40 -1.83 -0.61 0.210
H -5.60 -2.66 -2.05 0.199
H -5.40 -0.98 -1.56 0.207
H -3.26 -1.92 -1.51 0.217
H -3.77 -3.39 -0.70 0.193
H -0.71 3.87 1.49 0.215
H -0.91 3.88 -0.27 0.210
H -2.06 2.99 0.75 0.282
```

---

Below is a 3-piece molecular cluster, C25H36N3O5 overall at a distorted geometry, with properties calculated with wB97M-V/def2-TZVPD.

Electronic energy ... -41209.0552 eV
⟨S²⟩ ... 0.754
2S+1 ... 2
Lowest unoccupied orbital energy (spin up / spin down) ... -0.621 / -0.621 eV

XYZ file:
```
69
Properties=species:S:1:pos:R:3:nbo_charge:R:1
C 1.75 -1.27 0.99 -0.621
C 1.12 -0.99 -0.41 -0.408
C 0.78 0.53 -0.67 -0.007
C 2.04 1.14 -1.41 -0.400
C 3.33 1.22 -0.54 -0.626
C 0.39 1.31 0.63 -0.437
C -0.68 2.41 0.40 0.110
C -0.10 3.63 -0.43 -0.626
C -0.99 3.02 1.82 -0.607
N -1.96 1.92 -0.12 0.001
O -2.71 2.86 -0.56 -0.377
C -1.82 0.77 -1.05 0.106
C -2.81 0.99 -2.25 -0.599
C -2.34 -0.54 -0.35 -0.620
C -0.41 0.61 -1.69 -0.424
H 2.48 -0.52 1.32 0.212
H 0.92 -1.25 1.73 0.203
H 2.25 -2.26 1.03 0.217
H 1.73 -1.42 -1.22 0.206
H 0.14 -1.52 -0.43 0.204
H 2.26 0.42 -2.23 0.201
H 1.80 2.10 -1.91 0.204
H 3.25 1.90 0.32 0.208
H 4.13 1.65 -1.19 0.213
H 3.68 0.21 -0.28 0.209
H 0.01 0.65 1.44 0.218
H 1.28 1.83 1.04 0.229
H 0.99 3.47 -0.54 0.204
H -0.51 3.66 -1.46 0.224
H -0.22 4.56 0.13 0.222
H -0.15 3.62 2.20 0.209
H -1.21 2.17 2.50 0.201
H -1.91 3.63 1.78 0.231
H -3.86 1.04 -1.92 0.219
H -2.74 0.08 -2.89 0.197
H -2.51 1.84 -2.89 0.222
H -3.39 -0.31 -0.07 0.217
H -2.38 -1.33 -1.13 0.212
H -1.75 -0.83 0.53 0.214
H -0.20 1.39 -2.45 0.217
H -0.42 -0.35 -2.25 0.222
C 8.87 -0.89 -0.26 -0.177
C 8.67 0.43 0.13 -0.210
C 7.68 0.74 1.04 -0.207
C 6.90 -0.28 1.57 0.081
C 7.09 -1.60 1.19 -0.208
C 8.08 -1.91 0.27 -0.210
N 5.87 0.04 2.56 0.518
O 5.71 1.20 2.85 -0.375
O 5.22 -0.88 3.02 -0.375
H 9.65 -1.13 -0.97 0.221
H 9.29 1.21 -0.29 0.224
H 7.52 1.77 1.34 0.249
H 6.48 -2.40 1.60 0.249
H 8.24 -2.93 -0.03 0.224
C -6.65 -0.83 -0.19 -0.180
C -7.21 -1.18 1.03 -0.210
C -7.81 -2.41 1.20 -0.207
C -7.84 -3.30 0.13 0.081
C -7.29 -2.96 -1.10 -0.208
C -6.69 -1.72 -1.26 -0.212
N -8.46 -4.61 0.31 0.518
O -8.95 -4.87 1.39 -0.375
O -8.44 -5.38 -0.63 -0.376
H -6.17 0.13 -0.31 0.223
H -7.17 -0.48 1.86 0.225
H -8.25 -2.67 2.15 0.249
H -7.32 -3.65 -1.93 0.248
H -6.26 -1.45 -2.21 0.223
```

---

Below is C25H36N4O9P2Y as an isolated structure at a distorted geometry, with properties calculated with wB97M-V/def2-TZVPD.

Electronic energy ... -70528.1265 eV
Total charge ... -1
Lowest unoccupied orbital energy ... 2.522 eV

XYZ file:
```
77
Properties=species:S:1:pos:R:3:nbo_charge:R:1
Y 0.36 -0.05 0.09 1.942
C -0.21 -0.90 4.05 -0.410
N -0.79 0.08 3.15 -0.445
C -0.44 1.42 3.62 -0.207
C -0.59 2.52 2.56 -0.439
C 0.73 2.91 1.86 -0.223
N 0.77 2.46 0.49 -0.486
C 1.26 3.27 -0.36 0.213
C 1.43 3.09 -1.78 -0.212
C 2.05 4.12 -2.49 -0.150
C 2.21 4.07 -3.86 -0.271
C 1.75 2.95 -4.54 -0.187
C 1.14 1.92 -3.87 -0.308
C 0.94 1.95 -2.47 0.502
O 0.26 1.02 -1.87 -0.910
C -2.24 -0.10 3.11 -0.215
C -2.73 -0.89 1.89 -0.424
C -2.07 -2.25 1.67 -0.237
N -0.69 -2.16 1.21 -0.524
C -0.11 -3.31 1.11 0.181
C 1.22 -3.63 0.70 -0.208
C 1.68 -4.92 1.03 -0.154
C 2.96 -5.34 0.77 -0.318
C 3.84 -4.45 0.14 -0.176
C 3.41 -3.22 -0.26 -0.285
C 2.09 -2.75 -0.03 0.439
O 1.74 -1.61 -0.47 -0.796
H -0.56 -0.76 5.09 0.156
H 0.88 -0.82 4.03 0.217
H -0.47 -1.90 3.73 0.202
H 0.61 1.38 3.94 0.199
H -1.04 1.68 4.51 0.158
H -1.00 3.41 3.04 0.200
H -1.28 2.19 1.79 0.263
H 1.58 2.47 2.38 0.210
H 0.85 4.01 1.90 0.170
H 1.60 4.26 -0.01 0.141
H 2.40 5.00 -1.96 0.194
H 2.68 4.88 -4.39 0.195
H 1.87 2.89 -5.62 0.197
H 0.79 1.05 -4.40 0.248
H -2.72 0.88 3.06 0.203
H -2.59 -0.60 4.03 0.165
H -2.55 -0.27 1.01 0.262
H -3.80 -1.05 2.00 0.195
H -2.66 -2.79 0.92 0.193
H -2.13 -2.84 2.60 0.174
H -0.68 -4.20 1.42 0.139
H 0.99 -5.60 1.53 0.190
H 3.28 -6.34 1.05 0.198
H 4.86 -4.76 -0.04 0.199
H 4.08 -2.53 -0.76 0.221
N -3.16 -0.37 -2.03 -0.772
C -2.15 0.49 -2.70 -0.556
C -2.64 1.08 -3.99 -0.649
P -0.80 -0.83 -2.83 2.404
O -1.94 -1.83 -3.67 -1.073
O 0.38 -0.92 -3.70 -1.102
O -0.88 -1.41 -1.42 -1.187
P -1.88 1.78 -1.37 2.428
O -3.59 2.03 -1.24 -1.076
O -1.41 3.14 -1.70 -1.128
O -1.64 1.07 -0.06 -1.233
H -3.64 -0.97 -2.71 0.436
H -3.77 0.24 -1.47 0.459
H -2.48 -0.96 -1.45 0.485
H -2.85 0.30 -4.72 0.221
H -1.85 1.72 -4.39 0.252
H -3.53 1.69 -3.83 0.218
H -1.39 -2.33 -4.27 0.499
H -3.66 2.98 -1.26 0.504
C 3.03 -0.77 2.41 -0.740
C 2.27 0.08 1.34 0.054
O 3.03 0.84 0.71 -0.638
H 4.10 -0.79 2.20 0.206
H 2.65 -1.79 2.45 0.209
H 2.89 -0.31 3.39 0.195
```

---

Below is C25H36N9PbS2SeSi as an isolated structure, with properties calculated with wB97M-V/def2-TZVPD.

Electronic energy ... -140067.7986 eV
Total charge ... -1
Lowest unoccupied orbital energy ... 2.183 eV

XYZ file:
```
75
Properties=species:S:1:pos:R:3:nbo_charge:R:1
Pb -0.23 -0.48 0.27 1.271
N 1.80 0.78 -2.08 -0.852
C 2.95 1.46 -1.48 -0.226
C 2.66 2.92 -1.12 -0.405
C 1.88 3.13 0.17 -0.211
N 0.56 2.52 0.09 -0.839
H 1.94 -0.22 -2.03 0.390
H 1.70 1.02 -3.06 0.350
H 3.83 1.44 -2.13 0.161
H 3.21 0.91 -0.58 0.216
H 2.11 3.40 -1.94 0.183
H 3.61 3.45 -1.02 0.199
H 1.84 4.20 0.39 0.152
H 2.42 2.65 1.00 0.195
H 0.11 2.72 -0.79 0.363
H -0.05 2.79 0.86 0.367
N 3.10 0.78 2.47 -0.824
C 2.00 1.12 3.18 0.280
N 0.78 1.00 2.75 -0.504
C -0.12 1.52 3.64 0.122
C 0.40 2.06 4.77 -0.461
S 2.12 1.89 4.75 0.328
C -1.55 1.43 3.31 0.119
C -2.57 1.63 4.18 -0.443
S -4.08 1.37 3.40 0.363
C -3.23 0.97 1.94 0.290
N -1.93 1.06 2.03 -0.530
N -3.90 0.61 0.82 -0.810
H 2.97 0.17 1.66 0.445
H 3.96 0.62 2.98 0.391
H -0.10 2.55 5.59 0.234
H -2.52 1.87 5.23 0.234
H -4.75 0.08 0.96 0.398
H -3.31 0.24 0.07 0.431
C -2.60 2.66 -1.23 -0.653
C -2.40 1.47 -2.14 0.261
C -2.79 1.52 -3.46 -0.364
C -2.58 0.38 -4.25 -0.143
C -2.00 -0.74 -3.72 -0.332
C -1.61 -0.75 -2.34 0.431
N -1.85 0.38 -1.59 -0.643
N -1.01 -1.74 -1.70 -1.179
Si -0.88 -3.40 -2.16 1.835
C 0.31 -3.65 -3.59 -1.134
C -0.26 -4.38 -0.71 -1.147
C -2.56 -4.06 -2.67 -1.128
H -3.65 2.92 -1.17 0.224
H -2.06 3.53 -1.62 0.213
H -2.24 2.45 -0.23 0.231
H -3.24 2.41 -3.86 0.203
H -2.87 0.39 -5.29 0.201
H -1.81 -1.61 -4.32 0.211
H 1.30 -3.27 -3.32 0.249
H -0.01 -3.13 -4.50 0.218
H 0.41 -4.71 -3.83 0.223
H 0.77 -4.09 -0.47 0.259
H -0.28 -5.45 -0.93 0.221
H -0.87 -4.19 0.17 0.259
H -2.92 -3.59 -3.59 0.221
H -3.29 -3.84 -1.88 0.239
H -2.55 -5.14 -2.82 0.224
Se 2.75 -1.87 -0.14 -0.502
C 4.10 -3.12 0.40 -0.161
C 5.26 -2.70 1.06 -0.264
C 6.25 -3.60 1.42 -0.206
C 6.10 -4.95 1.15 -0.266
C 4.95 -5.39 0.50 -0.231
C 3.96 -4.48 0.14 -0.193
H 5.38 -1.64 1.27 0.200
H 7.14 -3.24 1.93 0.194
H 6.88 -5.66 1.43 0.197
H 4.82 -6.44 0.29 0.198
H 3.06 -4.84 -0.36 0.205
N -2.65 -2.47 2.00 -0.537
C -1.80 -1.90 1.44 -0.209
```